Molecular formula: C3H9N4
Method: DFT, ωB97M-V/def2-TZVPD

Output
Frontier orbital gap (alpha / beta), hartree: 0.297 / 0.302
Charge: +1
2S+1: 3

CARTESIAN COORDINATES (ANGSTROEM)
C: 0.67 0.05 -0.14
C: -0.49 -2.07 0.17
C: 2.65 1.59 -0.09
N: -3.15 1.67 -0.17
N: -2.80 0.47 -0.22
N: -0.42 -0.62 0.01
N: 1.71 0.59 -0.05
H: 0.41 -2.74 -0.07
H: -0.94 -2.24 1.17
H: -1.24 -2.54 -0.51
H: 3.73 1.30 -0.41
H: 2.81 2.13 0.88
H: 2.47 2.20 -0.94
H: -2.34 2.18 0.34
H: -1.37 -0.13 -0.20
H: -3.73 0.03 -0.61